one | {"formula": "C3H5NOS", "method": "the ωB97M-V functional and the def2-TZVPD basis", "gap_ha": 0.2319, "e_homo_ev": -9.3, "spin_multiplicity": 1, "elements": ["H", "H", "C", "C", "H", "S", "C", "H", "N", "O", "H"], "xyz": [[0.36381, 0.60370, -1.29783], [1.06913, 0.65233, 0.32374], [0.20527, 0.22377, -0.35892], [-1.17318, 0.58043, 0.25006], [-1.17156, 0.64840, 1.30121], [-2.56733, -0.51738, -0.03444], [0.34620, -1.32215, -0.19216], [1.26118, -2.91560, 0.00548], [1.49320, -1.88897, -0.02096], [-0.65531, -2.01715, 0.21581], [-1.45705, 1.52710, -0.18781]]}

---

two | {"formula": "C3H5NOS", "method": "the ωB97M-V functional and the def2-TZVPD basis", "smiles": "CON1CC1=S", "gap_ha": 0.3234, "e_homo_ev": -8.7, "spin_multiplicity": 1, "elements": ["H", "H", "N", "C", "C", "O", "H", "S", "H", "H", "C"], "xyz": [[1.57919, 0.77706, 1.85468], [-0.67783, -0.19633, -2.14156], [0.20910, -0.74849, -0.24193], [-0.55366, -1.07783, -1.40291], [0.93882, 1.09714, 0.94316], [1.22795, 0.18255, -0.14680], [1.12808, 2.16202, 0.71981], [-2.30811, -0.38536, 1.00385], [-0.34604, -1.95753, -1.86864], [-0.09987, 0.83869, 1.28604], [-1.09763, -0.69192, -0.00569]]}

---

The structure with the greatest stability is one.

---

one | {"formula": "C4H6N3", "method": "the ωB97M-V functional and the def2-TZVPD basis", "gap_ha": [0.2500, 0.3294], "e_homo_ev": [-14.0, -14.8], "total_charge": 1, "spin_multiplicity": 1, "elements": ["H", "H", "C", "N", "N", "N", "C", "H", "H", "C", "H", "H", "C"], "xyz": [[-1.60093, 0.74276, -2.39019], [-1.29354, -1.82801, -0.57293], [0.56912, 0.41391, 1.26836], [2.13090, 0.75938, 1.74861], [1.10012, 1.65858, 1.48924], [-0.16094, -0.04480, -1.12027], [-0.86305, -1.21364, -1.35636], [-2.27023, 0.36146, -0.75371], [1.67642, -1.27965, 2.44384], [1.42835, -0.29528, 2.11692], [-0.44766, -1.80857, -2.16803], [1.21401, 2.36708, 0.76660], [-1.48256, 0.16677, -1.47208]]}

---

two | {"formula": "C4H6N3", "method": "the ωB97M-V functional and the def2-TZVPD basis", "smiles": "C[n+]1cnccn1", "gap_ha": 0.3687, "e_homo_ev": -15.5, "total_charge": 1, "spin_multiplicity": 1, "elements": ["C", "C", "H", "C", "H", "H", "N", "N", "H", "C", "N", "H", "H"], "xyz": [[2.51900, -0.02163, -0.01944], [-1.81998, 0.09334, 0.07167], [2.13243, -2.19597, -0.04211], [0.61694, 1.20399, -0.08642], [-2.06540, -0.41864, 0.99159], [0.12666, 2.16428, -0.18680], [1.93152, 1.15648, -0.07786], [-0.09607, 0.09237, 0.02920], [-2.11203, 1.13274, 0.05088], [1.73335, -1.19169, -0.01274], [0.42691, -1.08400, 0.04523], [3.59992, -0.02826, 0.02019], [-2.10243, -0.46672, -0.80701]]}

---

three | {"formula": "C4H6N3", "method": "the ωB97M-V functional and the def2-TZVPD basis", "smiles": "[H]/N=N/C=C=[N+]1CC1", "gap_ha": 0.3175, "e_homo_ev": -13.4, "total_charge": 1, "spin_multiplicity": 1, "elements": ["C", "H", "H", "H", "C", "C", "H", "C", "H", "N", "N", "H", "N"], "xyz": [[1.19488, -1.68141, 0.02001], [-0.46660, 3.88441, 1.42433], [-0.58209, -2.78733, -0.80561], [1.85636, -1.72397, -0.88457], [-0.39290, 0.26918, -0.54350], [-0.52197, 1.56714, -0.72392], [-0.69219, 1.85135, -1.68239], [-0.21563, -2.21152, 0.04895], [1.71950, -1.80272, 1.00016], [0.08843, -0.81780, -0.19054], [-0.97334, 3.02630, 1.10675], [-0.68951, -2.11509, 1.03717], [-0.32495, 2.54145, 0.19317]]}

---

four | {"formula": "C4H6N3", "method": "the ωB97M-V functional and the def2-TZVPD basis", "gap_ha": [0.2993, 0.2993], "e_homo_ev": [-14.3, -14.3], "total_charge": 1, "spin_multiplicity": 1, "elements": ["C", "H", "H", "N", "H", "N", "C", "H", "C", "H", "N", "C", "H"], "xyz": [[-0.33140, 0.71770, 0.11696], [1.63086, 1.35779, -0.22226], [-3.62417, 1.14906, -0.33427], [-1.36747, -1.26398, 0.09158], [-3.34442, -1.28054, -0.26069], [0.85298, 0.69255, -0.09586], [1.58115, -0.59667, -0.00053], [2.31013, -0.48056, -0.72446], [-2.56272, 0.79963, -0.02373], [2.01003, -0.55878, 0.97783], [-1.46094, 1.42911, 0.08126], [-2.44799, -0.71527, 0.00408], [0.91402, -1.42804, 0.08204]]}

---

The structure with the greatest stability is two.

---

one | {"formula": "C4H15N2O", "method": "the ωB97M-V functional and the def2-TZVPD basis", "gap_ha": 0.3609, "e_homo_ev": -13.0, "total_charge": 1, "spin_multiplicity": 1, "elements": ["H", "H", "C", "C", "C", "H", "H", "H", "C", "N", "H", "H", "H", "O", "H", "H", "H", "H", "H", "H", "H", "N"], "xyz": [[0.92560, -0.32701, -2.33055], [-0.20142, 2.34237, -1.67592], [0.54452, 1.18655, 0.44618], [-0.68264, 1.34073, -1.83052], [-0.09281, 0.44668, -0.77345], [-1.72044, 1.44629, -1.51431], [1.02206, 2.15721, 0.11242], [1.83892, -0.45831, -0.85288], [-0.49363, 0.10852, 2.41504], [-0.64803, 1.25860, 1.44099], [0.14598, 0.33575, 3.26736], [0.50731, -3.81315, -0.79529], [-0.42458, 2.21200, 1.88554], [0.30200, -3.10792, -0.21290], [-0.94505, -0.17859, -0.41820], [-0.23079, -0.89419, 1.91864], [-1.59397, -0.10315, 2.82880], [-0.31431, -3.33842, 0.42323], [1.28338, 0.54898, 0.88991], [0.55323, -1.56377, -1.12887], [-0.60098, 1.00764, -2.80365], [0.82566, -0.60681, -1.29156]]}

---

two | {"formula": "C4H15N2O", "method": "the ωB97M-V functional and the def2-TZVPD basis", "gap_ha": 0.3748, "e_homo_ev": -13.3, "total_charge": 1, "spin_multiplicity": 1, "elements": ["C", "H", "H", "C", "H", "C", "H", "H", "N", "H", "H", "H", "H", "O", "H", "C", "H", "H", "N", "H", "H", "H"], "xyz": [[1.46165, 2.69792, 0.20366], [1.21352, 2.88532, 1.25998], [1.50064, -0.66702, 1.10464], [0.99175, 1.36430, -0.34860], [-0.65951, -4.07139, -1.74979], [-0.95351, -0.29801, -0.37079], [2.54490, 2.67895, 0.33375], [0.77361, 0.07401, 2.35739], [-1.71105, -1.21754, 0.43736], [-1.83473, -2.17040, 0.10984], [1.09514, 3.52095, -0.39722], [-0.47181, -0.71661, -1.25526], [-2.35361, -0.85532, 1.10591], [-1.23215, -3.30371, -1.79900], [0.62134, 1.49962, -1.36866], [-0.04612, 0.59303, 0.49241], [-1.62551, 0.39221, -0.90165], [-0.58134, 1.40872, 0.98002], [0.59441, -0.35271, 1.44771], [1.80295, 0.63806, -0.50454], [0.00130, -1.19393, 1.53393], [-1.13188, -2.90647, -2.67109]]}

---

The structure with the greatest stability is two.